Formula: C26H42Cl3LuN4O4Si
Source: the Open Molecules 2025 dataset
Level of theory: the ωB97M-V functional and the def2-TZVPD basis

```
81
C26H42Cl3LuN4O4Si | the Open Molecules 2025 dataset | the ωB97M-V functional and the def2-TZVPD basis
C -3.3509 -1.1212 -2.1092
C -3.5544 -1.2689 -0.6303
H -3.8682 -1.9213 -2.6590
H -2.2734 -1.1692 -2.3500
H -3.7160 -0.1434 -2.4794
C -4.2864 -2.2028 -0.0244
C -5.0277 -3.3064 -0.6891
H -4.3462 -2.2072 1.0657
H -4.7860 -3.3765 -1.7561
H -6.1138 -3.1638 -0.5805
H -4.7909 -4.2754 -0.2215
Lu 0.3512 0.4732 -0.0828
Cl -0.7833 2.6980 -0.4296
Cl 1.0269 -0.3566 -2.3233
C -0.5756 1.5544 2.7704
O 0.2329 0.7820 2.1614
N -0.6285 1.6212 4.0932
C 0.2828 0.8438 4.9261
C -1.6590 2.3602 4.8078
H -1.2477 2.2079 2.1952
H 1.0265 0.3612 4.2871
H -0.2984 0.0949 5.4862
H 0.7638 1.5327 5.6342
H -2.3251 2.8553 4.0934
H -1.1980 3.1109 5.4650
H -2.2516 1.6753 5.4297
H -1.1901 -2.8173 -0.9880
H -1.9725 -3.8230 1.4064
C -0.2015 -3.2250 -0.7198
C -0.9122 -4.1352 1.4629
N -0.0480 -3.2148 0.7310
H 0.5773 -2.6182 -1.1913
C 0.6892 -2.2917 1.3659
O 1.3335 -1.3902 0.7875
H -0.5972 -4.1726 2.5138
H 0.6815 -2.3686 2.4754
H -0.1657 -4.2629 -1.0775
H -0.8486 -5.1395 1.0160
O -1.4603 -0.5717 0.1031
C -2.7849 -0.2912 0.2138
C -2.7560 -1.0290 2.6667
C -3.2400 -0.1870 1.6695
H -1.9494 -1.7299 2.4303
C -3.3077 -0.9407 3.9504
H -2.9510 0.6997 -0.2297
C -4.1847 0.7968 1.9421
H -2.9715 -1.6316 4.7160
C -4.2588 0.0451 4.2361
C -4.7001 0.9051 3.2289
H -4.4749 1.4513 1.1124
H -4.6579 0.1347 5.2482
H -5.4415 1.6771 3.4295
Si 2.0776 -0.3327 -5.9453
Cl 0.2596 -1.2673 -5.5128
C 3.3823 -1.5341 -5.3120
C 1.8243 1.3871 -5.2022
C 2.5734 -0.1007 -7.7634
H 3.0926 -1.9588 -4.3416
H 4.3627 -1.0482 -5.2191
H 3.4950 -2.3591 -6.0313
H 2.7796 -1.0429 -8.2925
H 3.5085 0.4808 -7.7669
H 1.8336 0.4559 -8.3514
H 1.4163 1.3116 -4.1765
H 1.0986 1.9391 -5.8191
H 2.7445 1.9861 -5.1772
N 7.2097 3.6485 0.1895
C 6.0604 4.0588 0.8082
O 6.0397 5.0490 1.5304
C 4.8313 3.2412 0.5548
C 4.8095 2.0662 -0.2195
C 3.6037 1.3697 -0.3710
N 2.4521 1.7573 0.2201
C 2.4769 2.8801 0.9684
C 3.6235 3.6420 1.1502
H 8.0332 4.1878 0.3745
H 7.2831 2.8182 -0.3690
H 5.6946 1.6523 -0.6988
H 3.5374 0.4685 -0.9874
H 1.5275 3.1806 1.4139
H 3.5597 4.5351 1.7669
```

Max |F| ... 2.2 eV/A
ΔE to the lowest compared entry with this formula, charge and spin ... 4.1 kJ/mol
Total charge ... 0
LUMO energy ... -0.49 eV
HOMO-LUMO gap ... 7.8 eV
HOMO level ... -8.32 eV
M ... 784.06 g/mol